(1)
Entry from OMol25: a cluster of 2 separate species, C2H3Cl3O in total (wB97M-V/def2-TZVPD).

Last column: natural (NBO) charge in e.
Geometry (Å):
C (0.55558, -1.28753, -0.32837)  0.085
C (-1.46481, 0.67741, 0.29782)  -0.347
O (1.06212, -0.44166, -1.17721)  -0.649
Cl (-0.25988, -2.64326, -0.69927)  0.064
Cl (-2.97698, -0.25980, 0.40641)  -0.031
Cl (-1.10815, 1.45620, -1.20392)  -0.013
H (1.03944, -1.39861, 0.57489)  0.179
H (-1.44152, 1.46362, 1.06867)  0.195
H (0.63882, -0.34620, -2.13079)  0.518

Values from the calculation:
net charge: 0
orbital gap (spin up / spin down): 9.02 / 6.77 eV

(2)
Entry from OMol25: a structure of composition C45H33F3IrNO3P2S6 (wB97M-V/def2-TZVPD).

Last column: Löwdin spin population.
Geometry (Å):
Ir (0.13731, 0.63286, -1.84479)  0.159
S (2.00166, -3.38620, -1.56007)  0.080
P (1.11429, -2.22647, -0.25210)  0.065
C (1.24602, -0.47625, -0.58158)  0.522
P (2.86296, 0.31369, -0.35338)  0.056
S (3.83493, 0.79137, -1.98561)  0.037
C (2.51458, 1.73072, 0.73990)  0.012
C (1.43674, 1.71235, 1.61747)  0.013
C (1.26509, 2.73402, 2.54269)  0.001
C (2.16565, 3.78894, 2.57878)  0.000
C (3.22430, 3.82935, 1.67833)  0.001
C (3.39963, 2.80347, 0.76123)  0.001
C (3.99121, -0.69758, 0.67604)  -0.001
C (4.78415, -1.64284, 0.02773)  -0.001
C (5.69924, -2.39666, 0.74397)  0.000
C (5.84505, -2.20284, 2.11092)  0.000
C (5.07056, -1.25254, 2.75907)  0.000
C (4.14719, -0.50200, 2.04440)  -0.001
C (-0.63706, -2.68246, -0.01272)  0.001
C (-1.47480, -1.86013, 0.73310)  0.005
C (-2.75133, -2.28237, 1.06962)  0.000
C (-3.20179, -3.52763, 0.64885)  0.000
C (-2.37393, -4.34247, -0.11102)  0.000
C (-1.09025, -3.92432, -0.43763)  0.000
C (1.63251, -2.57232, 1.47968)  0.007
C (1.13475, -1.81805, 2.54108)  0.006
C (1.40678, -2.17805, 3.84973)  0.000
C (2.17933, -3.30190, 4.11445)  0.000
C (2.67976, -4.05399, 3.06360)  0.000
C (2.40486, -3.69316, 1.75040)  0.001
H (0.69663, 0.92946, 1.53804)  0.010
H (0.40821, 2.71791, 3.20687)  0.000
H (2.03010, 4.59263, 3.29261)  0.000
H (3.91373, 4.66481, 1.68954)  0.000
H (4.21295, 2.82436, 0.04546)  0.001
H (4.68190, -1.77302, -1.04075)  0.000
H (6.30209, -3.13582, 0.23082)  0.000
H (6.56260, -2.79141, 2.67033)  0.000
H (5.17936, -1.09437, 3.82506)  0.000
H (3.54565, 0.23480, 2.56169)  0.000
H (-1.14400, -0.86685, 1.00485)  0.004
H (-3.39930, -1.62626, 1.63886)  0.000
H (-4.20144, -3.85732, 0.90556)  0.000
H (-2.72528, -5.30992, -0.44862)  0.000
H (-0.42880, -4.55033, -1.02455)  0.001
H (0.52837, -0.94304, 2.35028)  0.003
H (1.01661, -1.57815, 4.66310)  0.000
H (2.39399, -3.58536, 5.13775)  0.000
H (3.29107, -4.92581, 3.26264)  0.000
H (2.79273, -4.27112, 0.92023)  0.001
F (-0.14104, -1.50297, -6.76992)  0.000
C (-0.14599, -2.49874, -5.85920)  0.000
F (-0.72446, -3.56137, -6.46562)  0.000
F (1.13020, -2.82691, -5.63228)  0.000
C (-0.88027, -2.11517, -4.61182)  0.000
C (-2.15618, -2.58531, -4.37112)  0.000
C (-2.86351, -2.15617, -3.25471)  0.000
C (-2.25054, -1.28096, -2.38313)  0.000
N (-0.99903, -0.87321, -2.58337)  -0.001
C (-0.30766, -1.21813, -3.69962)  -0.001
S (1.17386, -0.34361, -3.70544)  0.006
H (-2.60559, -3.27771, -5.07029)  0.000
H (-3.87137, -2.48988, -3.05901)  0.000
H (-2.74582, -0.88747, -1.50826)  0.000
O (1.15961, 2.51894, -1.91272)  0.000
C (0.36569, 2.93500, -2.79796)  0.002
O (-0.58711, 2.20594, -3.18341)  0.000
H (0.50380, 3.93475, -3.22336)  0.000
O (-1.12380, 1.24882, -0.26690)  0.010
C (-2.15277, 2.17302, -0.20515)  -0.001
C (-1.81046, 3.56806, -0.73761)  0.000
C (-0.66179, 4.25219, -0.47992)  0.000
C (-0.67281, 5.57694, -0.98908)  0.000
C (-1.84674, 5.88608, -1.60814)  0.000
S (-2.93035, 4.56347, -1.58752)  0.000
C (-3.41645, 1.61239, -0.87203)  0.000
C (-4.51012, 1.07248, -0.25609)  0.000
C (-5.45655, 0.52217, -1.16344)  0.000
C (-5.06501, 0.66563, -2.45884)  0.000
S (-3.55534, 1.45427, -2.58600)  0.000
C (-2.45556, 2.37276, 1.28473)  0.000
C (-2.96268, 3.45501, 1.93755)  0.000
C (-3.11121, 3.24413, 3.33782)  0.000
C (-2.70773, 2.00179, 3.71951)  0.000
S (-2.14329, 1.08942, 2.38429)  0.000
H (0.17357, 3.80565, 0.03496)  0.000
H (0.16009, 6.26109, -0.90447)  0.000
H (-2.12090, 6.80907, -2.09362)  0.000
H (-4.63341, 1.06689, 0.81759)  0.000
H (-6.38196, 0.05150, -0.86208)  0.000
H (-5.58485, 0.34608, -3.34834)  0.000
H (-3.21224, 4.37818, 1.43358)  0.000
H (-3.48652, 3.98976, 4.02480)  0.000
H (-2.69226, 1.58440, 4.71375)  0.000

Values from the calculation:
spin multiplicity: 2
net charge: -1
orbital gap (spin up / spin down): 6.83 / 6.92 eV
<S²>: 0.7557

(3)
Entry from OMol25: a structure of composition C2H3I3O2 (wB97M-V/def2-TZVPD).

Last column: natural (NBO) charge in e.
Geometry (Å):
C (-0.53878, -1.32290, -0.61575)  -0.647
C (-0.73128, -0.03049, 0.14441)  0.404
O (0.05727, 0.98690, -0.34338)  -0.740
O (-0.54764, -0.26833, 1.47780)  -0.720
I (1.48725, -2.01082, -0.30615)  0.149
I (-1.95475, -2.83839, -0.17577)  0.226
I (-2.77160, 0.72615, -0.25486)  0.040
H (-0.55885, -1.02210, -1.88346)  0.301
H (1.00054, 0.77892, -0.23908)  0.489
H (-0.49306, 0.55958, 1.97267)  0.497

Values from the calculation:
net charge: 0
orbital gap: 8.71 eV

(4)
Entry from OMol25: a cluster of 2 separate species, C2H7NOSi in total (wB97M-V/def2-TZVPD).

Last column: natural (NBO) charge in e.
Geometry (Å):
C (0.99387, 0.36932, 1.97853)  0.332
C (-0.29751, -1.18895, 0.07496)  -0.237
N (1.99543, -0.19165, 1.63598)  -0.793
O (-0.24083, 0.23973, 0.16792)  -0.898
Si (-0.78585, 1.33119, -0.86719)  1.242
H (-1.13194, -1.71879, 0.71807)  0.193
H (0.49995, -1.55441, 0.53181)  0.171
H (-0.34572, -1.60009, -1.04213)  0.187
H (2.47338, -0.65315, 0.84347)  0.435
H (-0.16742, 2.59454, -0.72949)  -0.190
H (-0.72152, 0.83016, -2.19185)  -0.234
H (-2.27184, 1.54210, -1.12008)  -0.211

Values from the calculation:
net charge: 0
orbital gap: 11.14 eV

(5)
Entry from OMol25: a cluster of 5 separate species, C14H41N7O5 in total (wB97M-V/def2-TZVPD).

Last column: natural (NBO) charge in e.
Geometry (Å):
C (-9.32180, 0.88822, 4.91758)  -0.241
O (-7.95347, 0.65657, 4.89224)  -0.556
C (-7.41514, -0.04295, 3.78080)  -0.078
C (-6.05873, 0.71204, 3.54431)  -0.040
C (-6.25300, 2.22843, 3.04895)  -0.626
N (-5.38723, 0.09513, 2.47771)  -0.829
H (-9.47096, 1.36449, 5.88661)  0.197
H (-9.93438, 0.02537, 4.65618)  0.164
H (-9.48648, 1.62477, 4.13115)  0.160
H (-7.21809, -1.02199, 4.21755)  0.169
H (-8.07654, -0.21687, 2.93204)  0.186
H (-5.43758, 0.74693, 4.43932)  0.169
H (-6.80271, 2.39908, 2.12331)  0.212
H (-5.30689, 2.76269, 2.96212)  0.203
H (-6.74496, 2.80814, 3.82998)  0.211
H (-4.48152, 0.54011, 2.43555)  0.355
H (-5.25883, -0.87978, 2.70830)  0.346
C (2.26970, -0.51506, -7.16838)  -0.239
O (3.35520, 0.36028, -6.97245)  -0.561
C (4.46299, -0.10291, -6.26535)  -0.062
C (5.39186, 1.05949, -5.87332)  -0.056
C (6.72707, 0.61953, -5.22736)  -0.612
N (4.62207, 1.95820, -5.10436)  -0.849
H (1.64898, 0.00027, -7.90136)  0.199
H (1.73618, -0.57171, -6.21956)  0.168
H (2.68412, -1.48161, -7.45494)  0.171
H (4.12983, -0.67286, -5.39802)  0.168
H (5.11494, -0.69582, -6.90685)  0.161
H (5.69338, 1.66389, -6.72882)  0.157
H (7.40546, 0.17985, -5.95850)  0.212
H (6.44889, -0.21819, -4.58788)  0.203
H (7.15845, 1.46641, -4.69366)  0.217
H (5.07790, 2.83099, -4.87949)  0.355
H (3.79770, 2.17913, -5.64444)  0.370
C (-3.27341, -5.99704, 2.57510)  -0.251
O (-2.59581, -5.33173, 1.47469)  -0.547
C (-1.26798, -5.63505, 1.40156)  -0.059
C (-0.78971, -5.21361, -0.06038)  -0.049
C (0.63400, -5.69933, -0.49282)  -0.624
N (-0.81496, -3.77770, -0.47252)  -0.838
H (-2.63379, -5.84189, 3.44395)  0.177
H (-3.28181, -7.04489, 2.27504)  0.171
H (-4.32192, -5.70483, 2.63297)  0.202
H (-0.69038, -5.10313, 2.15756)  0.161
H (-1.03080, -6.69575, 1.48387)  0.164
H (-1.45743, -5.72229, -0.75572)  0.165
H (0.83813, -6.76829, -0.43169)  0.211
H (1.40146, -5.11759, 0.01776)  0.207
H (0.85454, -5.47809, -1.53709)  0.207
H (-1.77596, -3.47359, -0.53656)  0.356
H (-0.60742, -3.69233, -1.45728)  0.350
N (1.75634, 0.60691, 2.92901)  -0.814
C (2.55326, 1.22873, 2.13340)  0.736
N (2.86698, 0.57506, 1.06981)  -0.807
O (2.88428, 2.39574, 2.28351)  -0.693
H (1.79184, 1.01705, 3.85130)  0.410
H (1.53514, -0.36490, 2.76544)  0.384
H (2.62825, -0.40628, 1.06057)  0.369
H (3.41363, 0.90308, 0.28644)  0.415
N (4.50339, 8.03060, 1.82775)  -0.842
C (5.65248, 8.49328, 1.34554)  0.750
N (6.44871, 7.49510, 1.12725)  -0.820
O (5.98806, 9.63032, 1.24843)  -0.654
H (4.34443, 7.04019, 1.94580)  0.386
H (3.74375, 8.67972, 1.97500)  0.404
H (7.42699, 7.60604, 0.90195)  0.404
H (6.15921, 6.61592, 1.53140)  0.372

Values from the calculation:
structure (SMILES): COC[C@H](C)N.COC[C@H](C)N.COC[C@H](C)N.NC(N)=O.NC(N)=O
net charge: 0
orbital gap: 9.23 eV

(6)
Entry from OMol25: the molecule C10H11NO (wB97M-V/def2-TZVPD).

Last column: natural (NBO) charge in e.
Geometry (Å):
C (-0.48199, -0.57260, 3.91598)  -0.625
C (-0.46902, 0.10047, 2.39690)  -0.053
C (0.79446, 0.87039, 2.12414)  -0.155
C (1.29263, 1.04230, 0.84019)  -0.236
C (0.57640, 0.63119, -0.24028)  0.020
C (-0.62140, -0.00947, -0.14494)  -0.176
C (-0.95737, -0.46311, 1.27784)  -0.138
C (-0.81785, -0.77581, -1.39854)  0.665
O (-1.52677, -1.76548, -1.53063)  -0.601
N (-0.09788, -0.41447, -2.60232)  -0.636
C (0.58804, 0.63628, -2.84367)  -0.176
C (1.36739, 0.88605, -1.57411)  -0.427
H (0.41057, 0.00404, 4.29794)  0.229
H (-1.54028, -0.19030, 4.47649)  0.218
H (-0.54560, -1.68077, 3.82397)  0.236
H (1.61491, 1.11286, 2.93211)  0.215
H (2.40466, 1.48928, 0.74190)  0.222
H (-1.73784, -1.25623, 1.31308)  0.229
H (-0.57140, -0.88008, -3.30435)  0.398
H (1.32101, 0.32955, -3.72401)  0.201
H (-0.03840, 1.67233, -3.10241)  0.134
H (1.57760, 2.06558, -1.55774)  0.224
H (2.37633, 0.28470, -1.55672)  0.232

Values from the calculation:
structure (SMILES): Cc1ccc2c(c1)C(=O)NCC2
net charge: 0
orbital gap: 9.24 eV

(7)
Entry from OMol25: a structure of composition C3H5N3S (wB97M-V/def2-TZVPD).

Last column: natural (NBO) charge in e.
Geometry (Å):
C (2.00048, -0.14990, 0.29384)  -0.474
C (-0.34233, -0.27044, -0.03357)  0.295
C (-0.31622, 1.14859, -0.25005)  0.189
H (1.95176, 0.97488, -0.65318)  0.198
H (2.98258, -1.15905, -0.16793)  0.221
H (2.39869, 0.18566, 1.56073)  0.250
H (-1.35999, -1.80041, -0.47649)  0.417
H (-3.34906, 0.44046, -0.73494)  0.104
N (0.73637, -0.86828, 0.23414)  -0.462
N (-1.50736, -0.86525, -0.27943)  -0.726
N (-0.36202, 2.35349, 0.12177)  -0.243
S (-2.83289, 0.01026, 0.38512)  0.233

Values from the calculation:
net charge: 0
orbital gap: 9.42 eV

(8)
Entry from OMol25: a structure of composition C32H33Cl2NO2PPdS2 (wB97M-V/def2-TZVPD).

Last column: Löwdin charge in e.
Geometry (Å):
Pd (0.21975, -1.14340, -0.43834)  0.015
Cl (3.59058, -1.39112, 0.48216)  0.627
C (4.01866, -1.05882, -1.16707)  -0.696
C (5.21998, -0.39989, -1.36732)  -0.151
C (5.65999, -0.12845, -2.65189)  -0.124
C (4.87675, -0.53877, -3.71994)  -0.158
C (3.67743, -1.18486, -3.48915)  -0.697
Cl (2.76334, -1.63652, -4.90469)  0.613
C (3.15868, -1.46562, -2.20324)  -0.762
S (1.64941, -2.28850, -2.00153)  0.492
H (5.80677, -0.11298, -0.50475)  0.089
H (6.59840, 0.38397, -2.81805)  0.090
H (5.18421, -0.35472, -4.74072)  0.090
C (-2.33247, -2.35462, 2.90327)  -0.068
C (-1.09538, -3.25050, 2.88458)  -0.385
C (-1.08000, -4.13402, 1.63829)  -0.076
C (0.19847, -2.43235, 3.04028)  -0.272
C (0.38875, -1.88380, 4.45905)  -0.104
O (0.83386, -0.53417, 4.27033)  -0.026
C (0.61594, -0.26161, 2.93962)  -0.322
N (0.25791, -1.22512, 2.20355)  0.132
C (0.90135, 1.14377, 2.56871)  -0.124
C (1.74796, 1.84136, 3.43658)  -0.026
C (2.09617, 3.15540, 3.19251)  -0.082
C (1.57984, 3.80152, 2.07906)  -0.076
C (0.72841, 3.12057, 1.22881)  -0.096
C (0.37623, 1.78593, 1.43831)  -0.267
P (-0.75367, 0.97153, 0.20331)  1.027
C (0.12174, 1.36625, -1.36682)  -0.401
C (-0.59718, 1.24294, -2.56483)  -0.143
C (0.03841, 1.38905, -3.78489)  -0.090
C (1.40031, 1.66369, -3.84020)  -0.105
C (2.11438, 1.81006, -2.66172)  -0.090
C (1.48247, 1.66584, -1.43375)  -0.104
C (-2.06844, 2.27897, 0.23230)  -0.348
C (-2.21420, 3.31198, -0.68806)  -0.090
C (-3.24408, 4.23571, -0.55926)  -0.092
C (-4.14137, 4.14302, 0.49382)  -0.110
C (-4.00950, 3.11206, 1.41559)  -0.099
C (-2.98986, 2.18497, 1.27513)  -0.105
H (-3.23929, -2.96220, 2.86896)  0.075
H (-2.32470, -1.68821, 2.03683)  0.066
H (-2.38326, -1.73635, 3.80296)  0.069
H (-1.12738, -3.90590, 3.76567)  0.132
H (-0.88719, -3.55177, 0.73282)  0.046
H (-2.04593, -4.62935, 1.50964)  0.071
H (-0.31241, -4.90730, 1.71440)  0.077
H (1.04879, -3.05988, 2.74998)  0.149
H (1.13128, -2.41936, 5.04804)  0.123
H (-0.55417, -1.85136, 5.01173)  0.114
H (2.13301, 1.33232, 4.30827)  0.111
H (2.76393, 3.67280, 3.86980)  0.098
H (1.83950, 4.83253, 1.87196)  0.101
H (0.32796, 3.63121, 0.36217)  0.104
H (-1.65288, 0.99626, -2.52637)  0.084
H (-0.52834, 1.26622, -4.70068)  0.101
H (1.90475, 1.73959, -4.79565)  0.094
H (3.18070, 1.99944, -2.69048)  0.100
H (2.06688, 1.74819, -0.52621)  0.100
H (-1.51954, 3.39730, -1.51430)  0.097
H (-3.34319, 5.03224, -1.28741)  0.096
H (-4.94447, 4.86333, 0.59172)  0.092
H (-4.71162, 3.02322, 2.23605)  0.094
H (-2.90372, 1.36545, 1.98193)  0.096
C (-3.59861, -3.16333, -1.47167)  -0.269
S (-2.41006, -1.79665, -1.45218)  0.718
C (-1.61658, -2.24502, -2.99858)  -0.295
O (-3.23103, -0.57752, -1.73410)  -0.563
H (-4.15878, -3.14350, -2.40685)  0.046
H (-4.27068, -3.00881, -0.62875)  0.041
H (-3.06409, -4.10616, -1.35321)  0.046
H (-1.13598, -3.21667, -2.88217)  0.044
H (-0.84081, -1.50484, -3.18722)  -0.001
H (-2.37211, -2.25472, -3.78618)  0.055

Values from the calculation:
net charge: -1
orbital gap: 5.52 eV

Energy relative to the best compared isomer or geometry (same formula, charge and spin)? In order: 3.9721; 0.1689; 0.3163; 3.8609; 3.7816; 4.2068; 6.4689; 1.6506 eV.